(1)
Here is a cluster of 16 separate species, C17H66N18O16 in total at a distorted geometry from the OMol25 dataset. Energies are from wB97M-V/def2-TZVPD.

## Properties
- HOMO-LUMO gap (eV) = 7.6
- E_HOMO (eV) = -8.10
- LUMO (eV) = -0.542
- 2S+1 = 1
- energy relative to the best compared isomer or geometry (same formula, charge and spin) (kcal per mole) = 32.0

Structure (XYZ):
```
117
C17H66N18O16 wB97M-V/def2-TZVPD
O -22.04 -8.38 16.56
H -17.29 -7.36 15.62
H -19.97 -6.42 10.20
C -16.57 -6.90 16.23
H -19.85 -3.82 16.75
O -20.58 -1.32 15.74
C -16.28 -3.27 16.43
N -25.36 -3.06 15.33
N -22.38 -7.39 14.43
H -17.14 -6.05 16.53
N -23.96 -1.21 18.17
N -23.60 -3.20 17.43
H -22.04 -5.41 14.53
O -24.51 -5.09 14.60
H -15.95 -4.23 16.87
C -22.39 -4.46 11.42
H -22.29 -7.64 13.46
H -23.76 -1.63 11.73
H -17.16 -2.67 11.27
H -15.37 -7.63 15.04
C -19.41 -4.70 9.96
N -22.95 -2.08 14.66
H -21.03 -7.72 11.63
H -19.44 -0.18 17.02
H -24.25 -0.52 18.79
C -21.61 -7.99 15.26
H -18.40 -4.74 10.17
O -24.91 -6.18 19.66
O -15.46 -6.75 15.48
H -21.06 -3.75 18.85
O -22.79 -5.57 12.16
H -17.56 -4.92 12.26
H -19.90 -4.59 10.95
H -22.08 -4.81 10.49
H -15.95 0.74 15.94
C -22.83 -1.68 13.42
H -16.51 -5.49 14.75
H -17.71 -3.98 15.34
N -20.15 -7.37 11.86
H -16.53 -0.87 16.48
H -24.95 -6.07 17.15
H -22.18 -3.67 14.46
H -19.73 -1.27 15.24
C -16.70 -5.02 12.89
H -23.58 -0.74 17.32
N -20.36 -7.97 14.71
H -18.65 -0.78 13.74
H -19.42 -3.54 19.17
H -16.34 -2.55 17.20
H -23.24 -3.83 11.15
O -18.07 -7.62 12.56
O -19.82 -5.93 9.40
H -23.23 -5.93 16.69
C -17.41 0.16 15.01
O -21.01 -5.55 16.98
N -18.98 -0.45 11.87
O -17.21 -5.08 14.21
H -26.33 -2.96 12.95
O -21.72 -0.93 12.94
H -18.68 -5.39 13.85
C -18.04 -1.01 11.22
H -19.06 -5.33 17.35
H -23.44 -7.50 14.72
H -21.85 -5.75 18.43
O -24.84 -3.03 19.42
C -19.03 -7.99 11.67
H -19.79 -1.04 12.15
H -17.90 -1.87 15.04
N -18.10 -2.24 11.38
C -20.37 -4.39 13.97
C -25.17 -3.95 14.39
C -20.12 -0.95 17.03
H -19.78 -1.79 17.55
H -20.21 -7.96 13.69
H -20.04 -6.41 14.43
H -18.68 -2.80 12.02
H -16.05 -4.21 12.72
H -16.32 -7.51 17.04
C -23.82 -5.99 18.78
H -24.85 -3.26 16.25
H -19.52 -3.83 9.19
H -20.10 -6.45 12.45
O -17.44 1.26 14.23
O -17.61 -3.20 15.86
H -22.69 -5.29 13.06
H -15.67 -2.94 15.63
N -16.63 -0.01 15.98
N -22.62 -5.91 19.16
N -19.71 -5.51 13.93
C -24.18 -2.52 18.37
H -26.14 -2.36 15.33
N -21.60 -4.50 14.46
H -21.56 -3.81 11.74
H -22.30 -1.65 15.27
C -20.16 -4.30 18.80
C -19.95 -4.71 17.37
N -23.92 -5.96 17.50
H -24.57 -2.67 12.92
H -21.07 -0.51 17.45
N -25.70 -3.69 13.21
H -22.90 -2.84 16.82
H -20.20 -5.10 19.48
H -22.69 -5.51 20.09
H -25.65 -4.44 12.44
N -18.10 -0.90 14.66
O -17.16 -0.29 10.49
N -23.79 -2.02 12.69
N -18.90 -8.94 10.86
H -19.51 -9.06 10.06
H -19.60 -8.48 15.26
H -23.90 -2.39 15.03
H -23.60 -4.21 17.54
O -19.73 -3.22 13.49
H -20.93 -5.51 16.05
H -16.08 -5.82 12.57
H -17.96 -9.35 10.74
H -18.92 0.58 11.71
```

(2)
Here is a cluster of 29 separate species, C17H75NO28S in total at a distorted geometry from the OMol25 dataset. Energies are from wB97M-V/def2-TZVPD.

## Properties
- HOMO-LUMO gap (eV) = 7.1
- E_HOMO (eV) = -7.12
- LUMO (eV) = -0.063
- 2S+1 = 1
- energy relative to the best compared isomer or geometry (same formula, charge and spin) (kcal per mole) = 0.0

Structure (XYZ):
```
122
C17H75NO28S wB97M-V/def2-TZVPD
H -7.06 2.58 2.35
H 6.35 2.65 -4.32
H -8.27 5.40 -7.15
H -1.19 -0.23 -6.76
H 1.25 -1.95 2.80
H -4.73 -0.46 -4.12
O 2.67 -1.73 5.61
O -1.07 -0.41 -2.85
O 5.96 0.92 1.27
H -2.01 -0.27 -3.04
H 0.78 -1.65 -5.44
H 2.35 -0.80 3.51
H 5.98 -0.45 5.33
H 4.50 3.86 -6.00
O 6.03 3.52 -4.58
H 6.63 4.13 -4.13
O -5.16 4.81 -5.12
H 3.21 -1.21 7.80
H -5.22 4.43 -4.23
H 6.56 4.72 -6.35
O -3.93 -0.32 -3.62
H -4.07 3.14 -1.93
H 5.34 -5.91 2.52
H -0.83 -5.32 -1.71
H 2.90 -3.61 0.07
H -5.28 -1.87 0.96
O -3.55 1.40 7.04
H 1.99 0.64 1.40
C -1.69 -4.69 1.87
H -1.07 -4.75 0.98
H 2.65 -1.35 9.22
O 2.47 -1.58 8.30
O 4.18 6.72 -3.51
C -0.32 -0.24 0.09
H -0.15 0.71 -0.41
O -7.27 1.69 2.04
C 1.94 -0.45 1.41
O 1.02 -2.59 -5.46
H 3.61 4.90 -3.02
H 4.99 7.05 -3.10
S -2.98 -1.87 4.43
H -1.25 -2.48 0.85
H -7.56 6.52 -6.40
H 1.56 -0.95 -0.63
H 2.87 -2.67 5.69
C -3.24 -4.54 4.11
H -8.19 1.73 1.78
H 6.92 -0.17 -3.36
C 1.54 -0.90 2.81
H -3.83 -4.50 5.01
H 3.25 -2.11 1.49
H -3.42 3.31 -3.29
C -2.24 -5.84 2.38
H 6.87 0.83 0.97
C -1.88 -3.45 2.46
O -4.17 2.90 -2.86
O -0.62 -0.15 -5.99
H -6.60 -4.15 7.04
O 1.07 1.57 -4.68
O -5.84 -4.31 6.48
H 1.91 -1.60 6.17
C -3.02 -5.77 3.53
H 3.36 1.17 -1.57
H 4.65 -1.17 5.14
C -2.40 -0.67 3.25
H -3.44 0.66 6.43
C -1.63 -1.04 2.16
H 3.19 3.13 -6.19
C -2.35 1.64 2.63
H 5.45 0.89 0.45
H -2.83 4.32 0.71
H 6.76 5.47 -7.65
H -3.88 0.63 -3.48
C -1.19 -0.02 1.31
O -7.62 5.56 -6.47
H 1.65 2.10 -4.10
H 0.71 -0.30 3.20
C -2.75 0.65 3.49
O 4.27 1.13 -1.25
O -4.87 0.69 0.50
H 0.41 1.18 -4.08
H 5.93 0.93 -2.97
H 4.51 3.79 -3.51
O -3.40 3.71 0.23
O 5.42 -0.85 4.66
H -3.33 0.90 4.36
C -2.67 -3.40 3.59
H -0.70 -0.72 -3.68
O 4.42 -5.86 2.80
C -1.57 1.28 1.55
H 3.74 -0.96 0.21
H -2.60 2.68 2.80
H 0.84 -2.06 0.48
H 4.33 6.82 -4.46
H -1.23 2.05 0.87
C 3.36 -1.06 1.22
H -2.03 -6.78 1.89
O 3.75 3.94 -2.94
H -0.93 -0.82 -0.59
H -4.69 1.55 0.14
H 4.02 -0.63 1.97
H -5.60 -3.44 6.14
O 6.52 5.60 -6.73
C 1.01 -1.00 0.31
H -0.13 0.67 -6.13
O 3.96 3.44 -6.67
H 4.47 2.04 -0.99
H 1.67 -2.64 -6.17
H 1.86 -4.39 0.86
H -6.08 4.96 -5.38
H 3.92 -5.80 1.98
O -5.40 -2.13 1.88
H -5.64 0.84 1.08
H 0.59 -5.41 -1.18
O 6.73 0.76 -3.50
O 2.66 -4.50 0.33
H -3.45 -6.65 3.97
H -4.56 -1.90 2.30
N -1.23 -2.35 1.85
H -3.06 2.84 0.46
H -4.19 1.08 7.68
O -0.33 -5.36 -0.89
```

(3)
Here is a cluster of 9 separate species, C17H7BrCl32INO3 in total at a distorted geometry from the OMol25 dataset. Energies are from wB97M-V/def2-TZVPD.

## Properties
- HOMO-LUMO gap (eV) = 7.6
- E_HOMO (eV) = -9.72
- LUMO (eV) = -2.155
- 2S+1 = 1
- SMILES = CC(=O)N(C)C1=C(Br)C(=O)C=C(I)C1=O.ClC(Cl)(Cl)Cl.ClC(Cl)(Cl)Cl.ClC(Cl)(Cl)Cl.ClC(Cl)(Cl)Cl.ClC(Cl)(Cl)Cl.ClC(Cl)(Cl)Cl.ClC(Cl)(Cl)Cl.ClC(Cl)(Cl)Cl

Structure (XYZ):
```
62
C17H7BrCl32INO3 wB97M-V/def2-TZVPD
C 0.52 -3.29 -5.45
C 1.23 5.62 -3.95
C 2.68 3.73 -1.79
Cl -0.50 -4.16 -6.62
Cl 4.98 -4.14 2.45
Cl 2.37 0.59 5.14
C -5.48 -3.30 -0.48
I -1.43 1.75 -3.30
Cl -4.38 0.25 4.88
Cl -7.69 -1.50 7.78
H 3.63 3.25 -1.25
C -0.91 3.82 -3.88
O -2.03 7.32 -4.95
C 3.52 -0.74 4.85
Cl 0.47 -0.35 -0.49
Br 0.76 8.60 -3.13
H 2.38 2.97 -2.63
Cl -1.47 0.27 5.03
Cl -0.49 -5.61 4.06
Cl 2.37 -3.47 1.35
H 4.52 6.16 -4.88
Cl 3.95 -5.60 0.15
Cl 0.54 -3.18 -1.18
N 2.68 5.89 -3.60
C -6.08 -2.21 7.99
Cl -5.83 -5.01 -0.10
C -1.89 4.96 -3.73
Cl 0.96 -8.07 4.63
C 0.62 4.16 -4.46
C -1.33 6.45 -4.23
O 4.05 5.89 -1.59
O 1.25 3.32 -5.29
C 1.12 -6.33 4.27
H 1.87 3.90 -0.96
Cl -6.78 -2.27 0.17
Cl -5.14 -2.01 6.49
Cl 3.06 -1.63 3.38
Cl -0.31 -1.81 -4.92
C 4.02 -4.01 0.95
H -2.98 4.82 -3.31
Cl -2.80 0.37 2.44
Cl 0.84 -4.34 -4.04
Cl -5.38 -3.09 -2.25
Cl -6.24 -3.95 8.35
C -2.88 -0.30 4.09
C -0.48 -1.86 -0.54
H 3.71 4.37 -4.77
C 3.53 5.54 -4.80
Cl 2.07 -2.86 -6.22
H 2.84 5.72 -5.76
Cl 2.06 -6.12 2.77
Cl 4.79 -2.83 -0.15
Cl 5.16 -0.07 4.64
Cl 3.51 -1.85 6.25
C 0.26 6.77 -3.80
Cl -1.02 -2.28 1.11
Cl -2.86 -2.08 4.02
Cl -1.90 -1.64 -1.60
C 3.13 5.21 -2.33
Cl 1.96 -5.52 5.62
Cl -3.93 -2.84 0.26
Cl -5.24 -1.40 9.34
```

(4)
Here is a structure of composition C17H7Cl5NOYb at a distorted geometry from the OMol25 dataset. Energies are from wB97M-V/def2-TZVPD.

## Properties
- HOMO-LUMO gap (alpha / beta) (eV) = 8.1 / 8.1
- E_HOMO (alpha / beta) (eV) = -8.78 / -8.78
- LUMO (alpha / beta) (eV) = -0.663 / -0.656
- 2S+1 = 2
- energy relative to the best compared isomer or geometry (same formula, charge and spin) (kcal per mole) = 3.1

Structure (XYZ):
```
32
C17H7Cl5NOYb wB97M-V/def2-TZVPD
C 0.29 -2.76 0.14
Cl 5.80 3.47 0.24
C -2.08 -0.29 -0.50
Cl 6.34 0.43 -0.14
C 0.55 -6.27 0.90
H -3.89 -0.17 -1.63
C 3.65 0.14 -0.19
C 2.32 0.56 -0.15
C 0.23 -3.97 0.03
H 0.74 -8.31 1.51
Cl 3.93 -1.56 -0.42
C -0.50 -7.28 -1.47
C -0.38 -5.92 -1.30
C -3.57 -0.27 -0.60
C 4.73 1.01 -0.07
C -0.10 -8.15 -0.46
C 0.14 -5.39 -0.11
H -4.01 0.49 0.04
C 0.43 -7.63 0.73
C 3.18 2.85 0.16
Cl 0.47 2.42 0.10
N -0.33 -10.70 -0.78
C -0.23 -9.57 -0.63
Cl 2.85 4.52 0.38
C 2.15 1.92 0.03
C 4.49 2.37 0.10
H -0.91 -7.68 -2.39
H -0.69 -5.24 -2.08
H 0.96 -5.87 1.81
H -3.89 -1.26 -0.25
Yb 0.16 -0.46 -0.10
O -1.58 0.17 0.57
```

(5)
Here is a structure of composition C17H97BrN5O40PS2 at a distorted geometry from the OMol25 dataset. Energies are from wB97M-V/def2-TZVPD.

## Properties
- HOMO-LUMO gap (eV) = 7.0
- E_HOMO (eV) = -8.21
- LUMO (eV) = -1.211
- 2S+1 = 1

Structure (XYZ):
```
163
C17H97BrN5O40PS2 wB97M-V/def2-TZVPD
H 3.09 2.83 7.05
O 5.01 -3.36 -2.94
H -10.34 1.17 5.11
H -1.49 -1.16 -7.23
H -4.30 1.17 -11.43
H 5.71 2.35 -3.26
O -0.54 -5.06 -8.56
O 5.01 -2.87 9.55
O 0.37 5.49 -2.65
O 0.35 -5.41 -5.47
H -3.76 -0.59 -2.52
O 4.16 -0.80 7.13
O 1.02 -0.29 4.75
H 2.85 3.83 9.25
H -1.97 -0.54 -2.60
H 1.79 4.75 8.66
O 7.83 0.60 -1.12
H -3.61 -2.92 -1.35
O -8.99 2.55 2.81
H -1.00 7.62 -3.06
H 4.16 1.91 7.62
O -4.53 -1.70 3.19
O 2.04 -8.00 -4.45
H -2.61 1.66 -2.82
H 6.33 -0.48 10.85
C -2.13 2.40 -2.15
H -6.07 0.53 3.08
H -2.79 -2.33 2.40
O -0.74 -6.34 2.44
H 3.31 0.07 8.76
O 5.10 1.62 -1.15
H -1.58 -3.95 -1.04
C -2.92 -2.56 -2.15
H 4.62 -0.77 -1.80
H 1.03 -0.45 5.70
H -9.78 3.10 2.72
H -1.71 -3.28 2.91
H 4.85 -7.07 -2.70
H -3.83 2.15 -10.36
H 0.31 -5.44 -8.82
H -0.24 -5.49 -6.23
O -4.39 1.96 2.82
H -0.07 -6.56 1.79
H -4.76 1.64 6.95
H 5.03 -3.02 10.50
H 7.01 1.11 -1.23
H -3.46 2.18 2.98
H -7.55 0.76 2.82
H 2.84 -8.09 -4.97
P 2.65 -1.35 0.76
C -1.56 -3.34 -1.98
H 3.13 -1.52 4.91
C 0.25 -1.91 -3.37
H -5.14 -1.03 3.54
H -0.53 8.90 0.47
H 2.17 -7.92 0.40
H 0.22 -4.50 -5.17
C 3.78 -0.13 -2.19
H -0.91 -2.58 0.47
N 0.00 4.47 -0.64
H -4.87 2.75 3.08
O -1.12 8.56 -2.87
H 4.15 1.85 3.96
H 5.18 0.49 11.07
H 4.44 -0.33 6.33
O -1.45 -7.22 -4.23
H -5.10 -2.31 2.71
O -1.61 -0.87 -8.14
H 3.48 -7.14 -2.07
C -2.91 -0.58 -0.52
O -9.76 1.79 5.57
H -1.52 -4.11 -2.81
O 4.14 -6.51 -2.37
H 2.52 -5.15 -2.80
H 5.33 1.07 -0.37
H -1.19 1.39 -0.44
H -0.82 -4.54 -9.33
O 2.39 4.03 8.43
O 3.34 0.56 9.59
H 5.61 -3.30 -2.19
H -1.33 -7.51 -3.32
N -0.39 -2.01 -4.59
C -0.28 -2.50 -2.10
H -8.93 2.39 3.76
H 3.34 2.55 2.88
O 1.50 3.05 4.76
H 0.21 -3.80 0.39
H 3.58 -0.10 10.25
O -3.07 5.76 -2.37
H 0.76 7.48 -1.69
O 4.13 2.01 3.01
O 3.75 -1.02 4.37
H 4.03 0.01 -3.28
O -3.71 1.25 -10.67
H -2.70 3.38 -2.22
O 1.72 -5.03 -2.28
H -0.61 -6.78 -4.45
C 1.86 -1.48 -0.92
H 6.90 1.99 -4.12
H -3.44 1.36 4.87
H 4.50 -0.46 1.53
H -1.32 8.95 -3.72
H 3.11 1.37 -0.62
N 0.29 5.79 -0.48
H 4.21 -2.34 9.42
O 3.69 2.11 6.81
H -3.51 6.57 -2.10
H 1.75 2.37 5.40
H 3.47 2.08 -2.31
H -3.73 -1.17 -0.04
H -3.16 7.96 0.94
C 0.53 -2.26 -0.92
O 5.51 -0.37 11.35
O -2.82 0.70 4.51
H 1.41 -4.15 -2.53
O -0.33 8.50 1.32
O -2.22 -3.06 2.12
C -2.82 -1.00 -2.04
H -0.19 3.99 -11.82
H 3.18 -0.49 3.80
H 4.29 -2.75 -2.73
H -2.14 5.92 -2.16
O 1.45 -7.31 0.22
H -0.96 -7.19 2.84
C 0.50 6.41 -1.62
H 0.22 0.24 4.61
H -1.06 3.31 -10.78
O -2.65 7.19 0.66
H -4.20 1.16 -1.15
C -3.36 0.93 -0.43
C 3.74 1.30 -1.54
H -3.39 -2.86 -3.12
H 7.87 0.41 -0.18
H -1.95 -0.77 0.02
C 0.06 4.34 -1.99
H -10.36 2.45 5.93
H -3.39 0.08 4.04
N 1.91 -0.68 -4.63
S 0.67 -1.18 -5.57
H -1.82 0.95 -9.33
H -0.77 -0.43 -8.35
H -3.80 1.10 0.59
O 4.27 -0.88 0.67
H -2.18 6.92 1.46
C 1.58 -1.13 -3.36
H 1.47 2.58 3.92
H 1.70 -7.13 -4.69
H 1.73 -6.83 -0.57
O 6.15 2.58 -4.09
S -0.32 2.66 -2.61
Br 1.60 0.41 1.79
H -0.21 7.57 1.11
O -1.14 1.08 -10.00
H -2.19 2.79 0.07
H 4.91 -1.38 7.34
H -5.64 2.33 5.91
O -6.94 0.13 3.22
N 0.09 -2.78 0.35
H -1.53 0.69 -10.79
O -4.84 1.80 6.00
C -2.16 1.93 -0.63
O -0.88 4.17 -11.17
C 2.42 -0.92 -2.13
```

Q: Which formula does entry 2 have?
A: C17H75NO28S